# 1
{
  "formula": "C52H86N2O30P",
  "method": "wB97M-V/def2-TZVPD",
  "e_homo_ev": -11.743,
  "e_tot_ev": -129003.7641,
  "total_charge": 1,
  "max_force_ev_per_a": 3.3,
  "e_lumo_ha": -0.1623,
  "symbols": ["C", "C", "O", "C", "C", "O", "C", "C", "C", "C", "C", "C", "C", "O", "C", "C", "C", "O", "C", "C", "N", "C", "C", "C", "O", "C", "N", "P", "O", "H", "H", "H", "H", "H", "H", "H", "H", "H", "H", "H", "H", "H", "H", "H", "H", "H", "H", "H", "H", "H", "H", "H", "H", "H", "H", "H", "H", "H", "H", "H", "H", "H", "H", "H", "H", "H", "H", "C", "C", "C", "O", "C", "O", "O", "H", "H", "H", "H", "H", "H", "C", "C", "C", "O", "C", "O", "O", "H", "H", "H", "H", "H", "H", "C", "C", "C", "O", "C", "O", "O", "H", "H", "H", "H", "H", "H", "C", "C", "C", "O", "C", "O", "O", "H", "H", "H", "H", "H", "H", "C", "C", "C", "O", "C", "O", "O", "H", "H", "H", "H", "H", "H", "C", "C", "C", "O", "C", "O", "O", "H", "H", "H", "H", "H", "H", "C", "C", "C", "O", "C", "O", "O", "H", "H", "H", "H", "H", "H", "C", "C", "C", "O", "C", "O", "O", "H", "H", "H", "H", "H", "H"],
  "xyz": [[-1.201, -5.268, 6.119], [-0.855, -3.717, 6.211], [-1.986, -2.958, 5.771], [-1.617, -1.828, 4.985], [-1.669, -2.163, 3.423], [-0.973, -1.179, 2.610], [-0.270, -1.738, 1.569], [-0.739, -1.576, 0.185], [-2.063, -0.817, -0.191], [-3.120, -1.950, -0.560], [-3.545, -2.722, 0.760], [-4.780, -3.671, 0.572], [-4.553, -5.192, 0.895], [-3.217, -5.544, 1.276], [-3.224, -6.791, 1.972], [0.006, -2.149, -0.952], [1.226, -2.892, -0.632], [1.977, -3.493, -1.611], [3.374, -3.092, -1.507], [4.302, -4.282, -0.897], [3.501, -5.528, -0.965], [3.444, -6.240, 0.347], [2.154, -7.156, 0.318], [1.303, -7.114, 1.651], [2.538, -8.515, 0.034], [1.633, -3.009, 0.745], [0.901, -2.461, 1.782], [1.580, -2.777, 3.398], [3.057, -2.581, 3.311], [-0.831, -5.837, 7.009], [-2.304, -5.413, 5.993], [-0.711, -5.717, 5.212], [0.075, -3.557, 5.612], [-0.616, -3.508, 7.288], [-2.434, -1.069, 5.147], [-0.659, -1.341, 5.299], [-1.250, -3.200, 3.290], [-2.763, -2.230, 3.185], [-1.889, -0.121, -1.056], [-2.383, -0.196, 0.679], [-4.039, -1.438, -0.957], [-2.753, -2.635, -1.364], [-2.638, -3.180, 1.218], [-3.865, -1.898, 1.465], [-5.605, -3.306, 1.244], [-5.145, -3.558, -0.487], [-5.259, -5.486, 1.723], [-4.790, -5.776, -0.044], [-2.238, -7.328, 1.893], [-4.031, -7.467, 1.567], [-3.435, -6.688, 3.073], [-0.362, -2.043, -1.996], [3.754, -2.903, -2.547], [3.499, -2.135, -0.929], [4.518, -3.972, 0.168], [5.280, -4.351, -1.439], [4.013, -6.167, -1.579], [3.458, -5.557, 1.231], [4.330, -6.934, 0.444], [1.501, -6.787, -0.523], [0.217, -7.043, 1.376], [1.433, -8.081, 2.211], [1.546, -6.260, 2.332], [1.763, -9.050, 0.277], [2.572, -3.561, 0.966], [0.970, -1.948, 4.369], [1.320, -4.167, 3.635], [4.758, -9.998, -0.729], [4.961, -11.327, -1.429], [5.944, -12.236, -0.741], [6.465, -13.003, -1.823], [6.350, -12.238, -2.945], [6.866, -12.487, -3.985], [5.565, -11.147, -2.712], [4.709, -10.117, 0.355], [5.556, -9.294, -0.979], [3.830, -9.546, -1.054], [3.998, -11.828, -1.575], [5.463, -12.883, -0.007], [6.768, -11.702, -0.259], [-2.638, 5.532, -1.266], [-2.318, 4.089, -1.597], [-2.383, 3.770, -3.062], [-2.735, 2.383, -3.061], [-3.411, 2.149, -1.906], [-4.022, 1.149, -1.671], [-3.305, 3.200, -1.052], [-2.185, 6.218, -1.984], [-3.715, 5.704, -1.234], [-2.252, 5.780, -0.278], [-1.345, 3.814, -1.177], [-1.427, 3.926, -3.560], [-3.158, 4.327, -3.596], [2.868, 2.285, -6.488], [2.564, 2.889, -5.132], [1.126, 2.755, -4.717], [0.940, 3.894, -3.874], [1.835, 4.840, -4.286], [1.818, 5.976, -3.936], [2.743, 4.311, -5.147], [2.355, 1.331, -6.627], [2.592, 2.961, -7.299], [3.940, 2.103, -6.583], [3.234, 2.472, -4.372], [0.940, 1.833, -4.166], [0.422, 2.818, -5.552], [-4.229, 2.387, 4.376], [-4.735, 3.546, 3.543], [-5.045, 3.178, 2.119], [-4.818, 4.406, 1.431], [-3.910, 5.108, 2.159], [-3.350, 6.086, 1.768], [-3.725, 4.550, 3.385], [-4.782, 1.470, 4.163], [-3.164, 2.214, 4.208], [-4.348, 2.608, 5.438], [-5.600, 4.011, 4.027], [-6.076, 2.849, 1.993], [-4.376, 2.415, 1.708], [-7.496, 9.022, 1.499], [-7.297, 7.541, 1.744], [-8.460, 6.691, 1.312], [-8.374, 5.578, 2.202], [-7.761, 6.021, 3.333], [-7.707, 5.409, 4.356], [-7.220, 7.254, 3.145], [-7.968, 9.208, 0.533], [-8.098, 9.477, 2.288], [-6.533, 9.536, 1.504], [-6.366, 7.203, 1.277], [-8.369, 6.364, 0.276], [-9.430, 7.175, 1.449], [4.436, 7.367, -8.609], [4.766, 5.926, -8.939], [4.701, 5.608, -10.408], [4.359, 4.222, -10.406], [3.687, 3.982, -9.251], [3.082, 2.980, -9.015], [3.788, 5.033, -8.395], [4.883, 8.055, -9.328], [3.357, 7.529, -8.577], [4.821, 7.622, -7.620], [5.741, 5.657, -8.520], [5.656, 5.769, -10.907], [3.923, 6.161, -10.940], [5.575, -0.428, 1.330], [6.696, -1.052, 0.524], [7.906, -0.169, 0.383], [8.454, -0.595, -0.863], [7.427, -1.087, -1.603], [7.491, -1.343, -2.762], [6.305, -1.250, -0.840], [5.956, 0.106, 2.201], [4.982, 0.257, 0.719], [4.891, -1.203, 1.687], [6.965, -2.027, 0.944], [8.623, -0.320, 1.190], [7.664, 0.895, 0.315], [-1.394, 8.148, 3.242], [-1.700, 8.742, 4.601], [-3.142, 8.613, 5.009], [-3.324, 9.743, 5.859], [-2.425, 10.687, 5.465], [-2.436, 11.820, 5.824], [-1.512, 10.160, 4.599], [-1.913, 7.200, 3.094], [-1.663, 8.834, 2.437], [-0.322, 7.960, 3.149], [-1.036, 8.314, 5.359], [-3.337, 7.688, 5.551], [-3.841, 8.688, 4.170]],
  "lowdin_charge": [-0.061, -0.249, -0.144, -0.187, -0.134, -0.036, -0.210, -0.050, -0.121, -0.161, -0.196, -0.138, -0.221, -0.229, -0.121, 0.157, -0.196, -0.057, -0.125, -0.164, -0.063, -0.151, -0.365, -0.039, -0.098, 0.023, -0.069, 0.821, -0.386, 0.080, 0.083, 0.061, 0.062, 0.130, 0.138, 0.111, 0.130, 0.122, 0.115, 0.119, 0.115, 0.120, 0.083, 0.110, 0.116, 0.117, 0.125, 0.132, 0.080, 0.097, 0.092, 0.152, 0.136, 0.122, 0.103, 0.129, 0.121, 0.102, 0.133, 0.141, 0.067, 0.091, 0.047, 0.102, 0.111, 0.039, 0.045, -0.034, -0.332, -0.110, 0.065, -0.546, 0.172, 0.083, 0.091, 0.096, 0.052, 0.159, 0.139, 0.141, -0.008, -0.316, -0.089, 0.067, -0.552, 0.136, 0.077, 0.098, 0.098, 0.067, 0.161, 0.122, 0.148, -0.021, -0.325, -0.110, 0.026, -0.547, 0.165, 0.094, 0.098, 0.055, 0.095, 0.155, 0.136, 0.145, -0.017, -0.322, -0.091, 0.057, -0.533, 0.132, 0.093, 0.087, 0.086, 0.088, 0.145, 0.148, 0.134, -0.013, -0.335, -0.098, 0.062, -0.551, 0.150, 0.087, 0.091, 0.097, 0.085, 0.152, 0.142, 0.144, -0.015, -0.329, -0.099, 0.078, -0.525, 0.125, 0.086, 0.091, 0.095, 0.086, 0.161, 0.143, 0.143, -0.018, -0.338, -0.101, 0.075, -0.547, 0.172, 0.056, 0.094, 0.094, 0.058, 0.159, 0.144, 0.144, -0.020, -0.334, -0.105, 0.064, -0.548, 0.168, 0.084, 0.056, 0.098, 0.084, 0.157, 0.140, 0.139]
}

# 2
{
  "formula": "C52H88B2F2KN6O2P2S2SbSi3",
  "method": "wB97M-V/def2-TZVPD",
  "e_homo_ev": -0.792,
  "e_tot_ev": -161924.8459,
  "total_charge": -2,
  "max_force_ev_per_a": 2.1,
  "e_above_lowest_kcal_mol": 31.87,
  "e_lumo_ha": 0.1239,
  "symbols": ["K", "C", "C", "C", "C", "P", "C", "N", "B", "N", "C", "P", "C", "C", "C", "C", "C", "C", "C", "C", "C", "C", "C", "C", "C", "C", "C", "C", "C", "C", "H", "H", "H", "H", "H", "H", "H", "H", "H", "H", "H", "H", "H", "H", "H", "H", "H", "H", "H", "H", "H", "H", "H", "H", "H", "H", "H", "H", "H", "H", "H", "H", "H", "H", "H", "H", "H", "H", "H", "H", "H", "H", "H", "H", "C", "O", "C", "C", "C", "C", "C", "C", "N", "N", "C", "C", "C", "C", "O", "C", "N", "C", "C", "C", "C", "H", "H", "H", "H", "H", "H", "H", "H", "H", "H", "H", "H", "S", "C", "N", "C", "C", "S", "H", "H", "H", "H", "H", "C", "Si", "C", "C", "Sb", "Si", "C", "C", "C", "Si", "C", "C", "C", "H", "H", "H", "H", "H", "H", "H", "H", "H", "H", "H", "H", "H", "H", "H", "H", "H", "H", "H", "H", "H", "H", "H", "H", "H", "H", "H", "F", "B", "F"],
  "xyz": [[-0.333, 0.376, -0.176], [3.103, 4.717, 3.320], [1.701, 4.097, 3.366], [1.841, 2.734, 4.077], [0.762, 4.964, 4.201], [1.126, 3.713, 1.604], [-0.727, 3.652, 1.825], [-1.143, 2.522, 2.633], [-0.714, 1.113, 2.390], [-1.634, 0.426, 3.326], [-1.841, -0.999, 3.465], [-0.594, -2.000, 2.488], [-1.711, -3.530, 2.200], [-2.382, -4.153, 3.425], [-2.802, -3.028, 1.229], [-0.923, -4.620, 1.457], [0.657, -2.410, 3.854], [0.130, -2.620, 5.277], [1.608, -1.196, 3.876], [1.477, -3.641, 3.442], [-2.484, 1.307, 3.991], [-3.488, 1.081, 4.919], [-4.200, 2.179, 5.431], [-3.910, 3.464, 5.000], [-2.904, 3.696, 4.047], [-2.186, 2.617, 3.549], [1.244, 5.307, 0.575], [0.326, 5.101, -0.643], [0.864, 6.630, 1.240], [2.684, 5.391, 0.039], [3.539, 4.690, 4.327], [3.090, 5.760, 2.992], [3.769, 4.157, 2.654], [2.236, 2.900, 5.091], [2.522, 2.069, 3.540], [0.882, 2.219, 4.154], [1.222, 5.144, 5.183], [-0.192, 4.457, 4.376], [0.561, 5.935, 3.746], [-1.151, 3.549, 0.822], [-1.103, 4.586, 2.248], [-2.837, -1.262, 3.097], [-1.823, -1.284, 4.519], [-2.895, -3.406, 4.039], [-1.657, -4.680, 4.051], [-3.132, -4.893, 3.103], [-3.580, -2.449, 1.733], [-3.291, -3.888, 0.754], [-2.387, -2.400, 0.432], [-0.287, -5.199, 2.129], [-0.289, -4.203, 0.674], [-1.626, -5.318, 0.983], [-0.181, -1.679, 5.735], [0.944, -3.026, 5.895], [-0.706, -3.320, 5.328], [1.076, -0.265, 4.084], [2.105, -1.062, 2.909], [2.376, -1.350, 4.652], [0.944, -4.571, 3.662], [2.417, -3.654, 4.010], [1.723, -3.628, 2.376], [-3.734, 0.072, 5.232], [-4.987, 2.018, 6.160], [-4.473, 4.303, 5.395], [-2.713, 4.704, 3.697], [-0.730, 5.232, -0.394], [0.450, 4.103, -1.080], [0.583, 5.836, -1.419], [-0.146, 6.596, 1.662], [0.879, 7.432, 0.487], [1.560, 6.913, 2.032], [2.983, 4.449, -0.434], [3.409, 5.613, 0.826], [2.754, 6.188, -0.716], [-1.554, 3.907, -8.413], [-2.357, 2.819, -8.848], [-3.176, 2.247, -7.919], [-3.747, 1.032, -8.269], [-4.650, 0.418, -7.418], [-4.975, 0.974, -6.184], [-4.358, 2.168, -5.823], [-3.485, 2.818, -6.691], [-6.137, 0.470, -5.502], [-6.260, 0.505, -4.260], [-5.188, 0.626, -3.356], [-5.501, 1.311, -2.180], [-4.602, 1.528, -1.164], [-3.295, 0.967, -1.190], [-2.442, 1.196, -0.311], [-3.008, 0.064, -2.335], [-1.867, -0.673, -2.248], [-1.593, -1.540, -3.201], [-2.441, -1.749, -4.299], [-3.592, -1.017, -4.403], [-3.919, -0.056, -3.418], [-0.835, 4.094, -9.204], [-1.021, 3.674, -7.492], [-2.151, 4.810, -8.258], [-3.492, 0.593, -9.226], [-5.139, -0.503, -7.716], [-4.605, 2.626, -4.873], [-3.046, 3.762, -6.389], [-6.500, 1.732, -2.117], [-4.868, 2.116, -0.293], [-0.670, -2.107, -3.097], [-2.185, -2.491, -5.045], [-4.272, -1.196, -5.224], [1.853, -2.419, -0.374], [3.337, -2.943, 0.071], [4.081, -2.471, 1.079], [5.280, -3.229, 1.423], [5.704, -3.969, 0.168], [4.111, -4.369, -0.618], [4.021, -1.477, 1.275], [5.036, -3.953, 2.203], [6.050, -2.561, 1.796], [6.250, -4.885, 0.390], [6.282, -3.334, -0.499], [5.661, 1.578, -4.074], [3.989, 2.401, -4.268], [3.437, 1.872, -5.985], [4.278, 4.249, -4.279], [2.363, 1.787, -2.393], [0.308, 2.247, -4.074], [-1.303, 2.603, -3.131], [0.588, 3.938, -4.912], [-0.119, 0.998, -5.416], [5.126, 1.716, -0.666], [4.385, 1.376, 1.082], [6.364, 0.239, -0.889], [6.415, 3.064, -0.165], [6.233, 1.683, -5.008], [5.554, 0.509, -3.847], [6.229, 2.027, -3.253], [4.199, 2.169, -6.716], [2.480, 2.307, -6.283], [3.322, 0.780, -6.030], [5.000, 4.509, -5.066], [4.678, 4.578, -3.310], [3.345, 4.796, -4.468], [-1.487, 3.684, -3.087], [-1.307, 2.231, -2.099], [-2.149, 2.128, -3.649], [0.977, 4.660, -4.178], [-0.378, 4.323, -5.271], [1.286, 3.922, -5.756], [-0.656, 0.157, -4.959], [0.778, 0.590, -5.899], [-0.770, 1.424, -6.183], [3.477, 0.749, 1.058], [4.040, 2.326, 1.503], [5.118, 0.950, 1.794], [5.844, -0.676, -1.211], [6.929, 0.032, 0.036], [7.097, 0.478, -1.674], [5.916, 3.958, 0.242], [7.012, 3.390, -1.030], [7.111, 2.683, 0.604], [1.779, -0.958, -3.876], [2.648, -0.308, -3.089], [3.770, -0.988, -2.827]],
  "lowdin_charge": [0.414, -0.113, -0.690, -0.114, -0.091, 1.146, -0.323, -0.060, -0.433, -0.054, -0.319, 1.115, -0.698, -0.106, -0.110, -0.118, -0.688, -0.105, -0.117, -0.114, -0.183, -0.038, -0.142, -0.140, -0.043, -0.185, -0.703, -0.124, -0.107, -0.119, 0.078, 0.058, 0.060, 0.081, 0.068, 0.052, 0.081, 0.064, 0.056, 0.074, 0.070, 0.076, 0.069, 0.071, 0.060, 0.080, 0.070, 0.078, 0.073, 0.055, 0.042, 0.076, 0.076, 0.079, 0.054, 0.050, 0.063, 0.084, 0.063, 0.077, 0.045, 0.091, 0.078, 0.080, 0.092, 0.076, 0.043, 0.081, 0.069, 0.079, 0.058, 0.046, 0.056, 0.079, -0.082, -0.093, -0.308, -0.015, -0.047, -0.307, -0.016, -0.017, 0.027, 0.033, -0.275, -0.054, -0.018, -0.414, -0.203, -0.162, 0.089, -0.155, -0.066, -0.012, -0.102, 0.088, 0.069, 0.091, 0.112, 0.107, 0.116, 0.103, 0.103, 0.105, 0.105, 0.101, 0.093, 0.655, -1.159, -0.045, -0.241, -0.436, 0.905, 0.115, 0.109, 0.119, 0.071, 0.070, -0.249, 0.274, -0.225, -0.226, 0.948, 0.364, -0.207, -0.252, -0.207, 0.417, -0.293, -0.298, -0.304, 0.027, 0.023, -0.006, 0.027, -0.006, 0.033, 0.026, 0.026, 0.007, 0.031, -0.006, 0.022, 0.013, 0.009, 0.002, 0.005, 0.012, 0.014, -0.004, -0.030, 0.013, -0.015, -0.002, -0.003, -0.008, -0.006, 0.003, 0.126, -0.992, 0.113]
}